ORCA calculation (ωB97M-V/def2-TZVPD) on an isolated molecule of C3H6F2NP in a non-equilibrium geometry.

```
! wB97M-V def2-TZVPD RIJCOSX def2/J DEFGRID3
* xyz 0 1
P -0.071 1.235 1.259
H 1.843 0.014 1.794
H -1.493 -2.532 -1.453
C -1.284 -0.965 0.040
C -1.232 0.539 0.271
N 1.603 1.000 1.724
H -2.607 -1.184 -1.653
C -1.504 -1.397 -1.369
H 1.876 1.554 2.528
H -0.311 2.714 1.231
H -0.645 -1.003 -1.891
F -0.091 -1.606 0.463
F -2.342 -1.471 0.798
*
```

The relative energy (zero: lowest compared OMol25 entry of this formula, charge and spin) is 43.95 kcal/mol. The LUMO energy is -0.200 eV. Its HOMO-LUMO gap is 8.82 eV. Its calculated total energy is -19418.8537 eV.